Here is C50H54Cl2N5O5P2Sc as an isolated structure from the OMol25 dataset. Energies are from wB97M-V/def2-TZVPD.

```
! RIJCOSX wB97M-V def2-TZVPD def2/J DEFGRID3
* xyz 2 1
Sc 16.47235 11.47914 11.65470
Cl 7.88389 10.04373 9.43606
Cl 14.40749 9.68748 11.00709
P 17.27436 10.78379 14.35815
P 19.52243 11.64400 11.96660
O 15.90036 9.44124 11.18198
O 14.33650 11.12465 11.47333
O 14.18136 9.56890 9.62239
O 13.62162 8.84849 11.81822
O 12.28289 17.45290 9.19743
N 20.01074 11.58598 14.76198
N 14.66979 15.23752 11.01076
N 15.77253 13.52830 11.91934
N 17.00354 11.61440 9.57932
N 14.17644 15.07373 12.27258
C 7.93657 12.68900 9.10170
C 13.18596 14.00505 7.98405
C 17.85467 9.06181 14.70974
C 9.37417 11.84476 10.80686
C 20.24431 13.87591 10.47156
C 17.69420 6.76459 14.11523
C 14.75594 11.18108 15.34723
C 14.15429 11.53137 17.68860
C 22.81957 11.33152 17.98079
C 9.51997 14.19887 10.17089
C 13.79790 11.39989 16.33310
C 21.72782 9.22904 8.72280
C 14.80184 14.03446 12.76271
C 14.12635 16.21605 7.28710
C 11.74006 15.77608 7.14700
C 22.55394 10.20634 17.17452
C 20.17723 13.33141 11.74435
C 18.98617 7.41621 16.04109
C 21.60710 15.08634 12.54218
C 17.68423 11.94243 7.03175
C 21.05107 12.53488 16.79245
C 12.96611 15.54432 8.03538
C 16.51005 11.28358 17.00593
C 21.95785 12.47317 17.83879
C 17.28040 11.83596 8.45167
C 20.89462 11.46009 15.88449
C 20.47496 11.02740 13.48216
C 21.03991 14.99909 10.20297
C 9.89490 13.12951 10.97089
C 12.75352 16.14230 9.49516
C 16.09403 11.12768 15.69527
C 18.63215 12.01335 14.91012
C 21.61265 10.28506 16.14859
C 20.58005 8.77949 9.33758
C 15.69588 14.37217 10.85712
C 21.73713 15.63943 11.25472
C 8.46085 11.61529 9.80078
C 21.70564 11.15275 10.23674
C 17.34409 8.07321 13.89530
C 20.71090 14.05108 12.80675
C 18.63902 8.74419 15.82628
C 20.49719 10.71644 10.79732
C 11.79557 15.37561 10.44190
C 14.10625 16.38667 10.27605
C 10.22856 15.54317 10.25721
C 15.50332 11.45797 18.01499
C 20.02275 9.46173 10.44290
C 22.24627 10.46245 9.16728
C 18.50040 6.39668 15.19264
C 8.48262 13.97655 9.23792
H 14.47056 11.04344 14.32499
H 20.52165 13.66028 13.82198
H 11.97410 17.87922 10.01754
H 14.03172 17.30412 7.27900
H 10.63122 13.29669 11.74877
H 19.61674 7.12391 16.95943
H 22.18247 12.05948 10.60653
H 15.90160 11.50784 19.02734
H 20.42709 13.42519 16.60098
H 23.08060 10.89126 8.67456
H 21.43493 9.42150 15.51462
H 16.37363 14.38293 10.01384
H 17.56070 11.12095 17.28370
H 9.85605 16.03087 11.19579
H 11.91788 15.30029 6.19374
H 7.13911 12.43515 8.42424
H 13.90759 17.09111 11.10224
H 15.13170 15.88831 7.65336
H 22.02946 13.35678 18.46501
H 12.25750 13.49010 8.12021
H 21.52726 11.27992 13.44852
H 9.87091 16.20766 9.46610
H 23.05328 9.28888 17.33747
H 13.90867 13.63968 8.68290
H 14.10646 15.94060 6.22378
H 22.34217 16.50527 11.04998
H 20.34358 9.95492 13.45428
H 18.52067 12.89171 14.22318
H 14.63420 13.74972 13.81167
H 18.92642 9.59298 16.48011
H 18.82174 5.35833 15.28713
H 18.39459 12.37743 15.90812
H 10.82848 15.40566 7.59997
H 23.61367 11.39803 18.71818
H 17.82105 13.00502 6.78146
H 19.24426 9.02883 11.04296
H 18.64631 11.38354 6.90011
H 11.69335 16.81999 6.93417
H 22.24329 8.66081 7.94857
H 16.68550 8.31218 13.01232
H 9.71984 11.01204 11.41512
H 21.02275 15.44932 9.19708
H 12.00236 15.70957 11.47502
H 13.44631 11.61603 18.51621
H 16.96342 11.47244 6.36102
H 20.08364 7.86518 9.09666
H 17.42879 6.01047 13.39015
H 14.79301 16.87053 9.56457
H 12.75044 11.46468 16.06550
H 13.49311 13.77090 6.97106
H 19.76402 13.37180 9.61444
H 8.11763 14.82295 8.68334
H 22.24063 15.48856 13.31892
H 11.98387 14.28820 10.44592
*
```

## Properties
* E_HOMO: -12.1 eV
* energy above the lowest of the compared OMol25 structures with the same formula, charge and spin: 0.0 kJ/mol
* calculated total energy: -4950.7853 hartree

Löwdin population analysis, charges in e, atoms 1 to 99:
1. Sc 0.879
2. Cl 0.706
3. Cl 0.761
4. P 1.050
5. P 1.033
6. O -0.442
7. O -0.408
8. O -0.217
9. O -0.188
10. O -0.002
11. N -0.217
12. N -0.041
13. N -0.040
14. N 0.124
15. N 0.141
16. C -0.091
17. C -0.031
18. C -0.358
19. C -0.096
20. C -0.140
21. C -0.074
22. C -0.121
23. C -0.047
24. C -0.043
25. C -0.236
26. C -0.053
27. C -0.048
28. C -0.146
29. C -0.062
30. C -0.031
31. C -0.060
32. C -0.402
33. C -0.056
34. C -0.045
35. C 0.011
36. C -0.040
37. C -0.487
38. C -0.073
39. C -0.063
40. C -0.079
41. C -0.253
42. C -0.255
43. C -0.061
44. C -0.060
45. C -0.411
46. C -0.398
47. C -0.307
48. C -0.047
49. C -0.066
50. C -0.084
51. C -0.039
52. C -0.704
53. C -0.068
54. C -0.119
55. C -0.074
56. C -0.092
57. C -0.415
58. C -0.102
59. C -0.021
60. C -0.112
61. C -0.038
62. C -0.099
63. C -0.052
64. C -0.043
65. C -0.010
66. H 0.072
67. H 0.098
68. H 0.128
69. H 0.097
70. H 0.109
71. H 0.145
72. H 0.118
73. H 0.114
74. H 0.116
75. H 0.102
76. H 0.105
77. H 0.135
78. H 0.103
79. H 0.131
80. H 0.092
81. H 0.102
82. H 0.144
83. H 0.081
84. H 0.106
85. H 0.081
86. H 0.118
87. H 0.107
88. H 0.096
89. H 0.049
90. H 0.093
91. H 0.109
92. H 0.080
93. H 0.071
94. H 0.138
95. H 0.104
96. H 0.118
97. H 0.078
98. H 0.080
99. H 0.106